[1]
DFT (the ωB97M-V functional and the def2-TZVPD basis) results for C25H30N6O4 in the gas phase in a non-equilibrium geometry.

The value obtained for the strongest force on any atom is 1.689 eV/Å.

Structure (XYZ):
```
65
Properties=species:S:1:pos:R:3:forces:R:3
C -2.2014 -2.6576 2.8792 -0.130 0.132 -0.293
O -2.1220 -1.3251 2.3408 -0.625 -0.022 0.223
C -3.1632 -0.4470 2.4231 0.180 -0.656 0.229
C -2.7525 0.8818 2.4351 0.413 0.699 0.426
N -1.3343 1.1774 2.4262 -0.292 0.392 -0.200
C -0.4371 0.7185 1.5179 0.483 -0.029 1.618
N 0.7668 0.7781 2.0961 -0.144 0.644 0.038
C 2.0237 0.2163 1.6101 0.955 -0.057 -0.461
C 0.6656 1.4603 3.2978 -0.064 -0.334 -0.079
C -0.6404 1.7139 3.5049 -0.175 -0.387 0.284
C -3.6761 1.9017 2.6832 -0.635 0.199 -0.480
O -3.1425 3.1447 2.7946 -0.430 0.066 -0.134
C -3.9709 4.3173 2.6273 0.198 -0.543 0.149
C -5.0524 1.5926 2.7614 0.392 0.163 -0.225
C -5.4609 0.2622 2.6220 0.378 -0.016 -0.063
C -4.5294 -0.7714 2.4744 0.332 0.143 -0.006
H -1.1550 -2.9111 3.0729 -0.320 -0.140 -0.020
H -2.7971 -2.7110 3.8052 0.202 0.218 -0.316
H -2.6199 -3.3446 2.1292 0.109 0.166 0.241
H 1.8077 -0.6281 0.9408 0.212 0.457 0.207
H 2.6247 0.9746 1.0850 -0.368 -0.245 0.079
H 2.6075 -0.1285 2.4779 -0.402 0.093 -0.196
H 1.5455 1.6699 3.8884 -0.213 -0.026 -0.064
H -1.1504 2.1691 4.3351 -0.006 -0.007 -0.075
H -3.2377 5.1234 2.6161 -0.320 0.061 -0.016
H -4.5307 4.2854 1.6816 0.215 -0.066 0.225
H -4.6667 4.4333 3.4691 0.194 -0.010 -0.175
H -5.7839 2.3998 2.8643 0.295 -0.394 0.034
H -6.5253 0.0189 2.6088 0.342 0.123 0.095
H -4.8358 -1.8109 2.3559 0.029 0.307 0.151
C 0.0637 2.4344 -1.1908 -0.128 0.436 -0.279
C 0.2909 1.0144 -0.8415 0.048 -0.527 -0.461
C -0.7167 0.3604 0.1359 0.474 -0.757 -1.070
C -0.6079 -1.1551 -0.0577 0.288 -0.944 0.637
O 0.3513 -1.8132 0.3464 -1.210 0.496 -0.171
N -1.6622 -1.7409 -0.6717 -0.451 0.157 -0.362
C -1.6337 -3.1559 -0.9542 0.053 -0.219 -0.089
C -2.9761 -1.1380 -0.8774 0.091 0.091 -0.029
N 1.1931 0.2488 -1.3577 -0.895 -0.382 0.873
N 1.9752 0.6359 -2.3362 1.281 0.099 -0.030
C 3.1466 -0.1438 -2.3456 -1.295 0.740 0.172
N 3.8343 0.1377 -3.5250 -0.004 0.074 -0.185
C 5.0164 -0.4611 -3.9390 0.631 -0.567 -0.320
C 5.2723 -0.7003 -5.3118 0.049 -0.048 0.494
C 6.4254 -1.3777 -5.7124 0.237 0.056 0.472
C 7.3744 -1.7881 -4.7649 -0.080 0.136 0.293
C 7.1506 -1.5130 -3.4086 -0.572 0.134 -0.261
C 5.9733 -0.8839 -2.9950 0.099 -0.010 -0.178
O 3.5530 -0.8941 -1.4654 0.069 0.140 -0.355
H -0.9301 2.5668 -1.6424 0.085 0.217 0.096
H 0.1550 3.1018 -0.3209 -0.128 -0.032 -0.098
H 0.8168 2.7179 -1.9293 -0.070 0.039 0.076
H -1.7328 0.7126 -0.0800 0.259 -0.027 0.051
H -0.6117 -3.4923 -1.1314 -0.160 0.029 0.149
H -2.0972 -3.7297 -0.1369 0.221 -0.046 -0.142
H -2.2387 -3.2959 -1.8534 0.232 -0.298 0.046
H -2.9109 -0.1994 -1.4364 -0.086 -0.134 0.091
H -3.5489 -1.8488 -1.4796 -0.011 0.310 0.088
H -3.5257 -0.9799 0.0661 0.211 0.010 -0.393
H 3.3012 0.7194 -4.1623 0.228 -0.315 0.112
H 4.5367 -0.3882 -6.0521 0.110 -0.068 0.135
H 6.5974 -1.6010 -6.7649 -0.113 0.127 0.200
H 8.2837 -2.3204 -5.0527 -0.322 0.199 -0.075
H 7.8689 -1.7937 -2.6384 -0.078 -0.050 -0.304
H 5.7563 -0.7394 -1.9374 0.137 0.002 -0.377
```
Positions in Å, forces in eV/Å.

***

[2]
DFT (the ωB97M-V functional and the def2-TZVPD basis) results for 2 unconnected molecules or ions with the total composition C3H7NS in a non-equilibrium geometry.

The SMILES is [H]/N=C\C.C=S. The value obtained for the strongest force on any atom is 3.534 eV/Å.

Structure (XYZ):
```
12
Properties=species:S:1:pos:R:3:forces:R:3
H -0.6870 1.3152 -0.4371 0.488 0.025 0.901
N -0.4001 0.9810 0.5148 -1.529 1.507 -0.563
C 0.6439 0.3141 0.5191 2.255 -0.642 1.737
C 1.5995 0.1806 -0.5848 -1.548 -0.462 -3.063
H 0.8553 -0.1850 1.4920 0.184 0.212 -0.597
H 0.9335 0.3744 -1.5471 1.651 -0.669 1.531
H 2.2006 -0.7280 -0.6677 -0.668 -0.362 0.135
H 2.3570 0.9151 -0.6186 0.644 1.364 0.339
C -1.7288 -0.7537 0.4229 -0.002 -1.491 -3.204
S -2.9405 -0.0644 -0.3724 -0.734 0.176 -0.803
H -0.9181 -1.3338 -0.1105 -0.962 0.731 0.659
H -1.9153 -1.0155 1.3892 0.222 -0.389 2.927
```
Positions in Å, forces in eV/Å.

***

How do the records compare in ΔE to the lowest compared entry with this formula, charge and spin? In the order shown, they have 4.893, 2.727 eV.
How do the records compare in total energy? In the order shown, they have -1600.05087, -571.33870 a.u..
How do the records compare in HOMO level? In the order shown, they have -5.9, -8.2 eV.